(1)
Entry from OMol25: a cluster of 10 separate species, C26H75N3O17 in total (ωB97M-V/def2-TZVPD).

Each line ends with the Mulliken charge.
CARTESIAN COORDINATES (ANGSTROEM)
C (4.39339, -5.64707, 0.23675)  -0.6249
C (4.92859, -5.78303, 1.69371)  -0.1892
O (4.33069, -4.70612, 2.39051)  -0.5063
O (3.00540, -5.58641, -0.06980)  -0.5040
H (4.66595, -6.56103, -0.29098)  0.3939
H (4.83955, -4.71832, -0.11888)  0.2852
H (6.00540, -5.89864, 1.81711)  0.3042
H (4.40967, -6.58857, 2.21325)  0.2366
H (3.59779, -4.40471, 1.84866)  0.2851
H (2.76079, -6.49764, -0.24709)  0.3166
C (-2.37243, 7.35557, 0.80108)  -0.3726
C (-2.14103, 8.22578, 2.08317)  -0.3692
O (-1.77209, 7.39842, 3.13419)  -0.5017
O (-3.53299, 6.61969, 0.78170)  -0.4885
H (-1.54081, 6.67310, 0.62571)  0.2603
H (-2.48135, 8.02291, -0.05384)  0.3175
H (-3.09927, 8.68628, 2.32362)  0.2711
H (-1.36783, 8.93502, 1.78777)  0.3142
H (-2.49659, 6.84063, 3.42674)  0.2901
H (-3.54532, 6.06278, 1.56355)  0.2718
C (-3.06411, -4.62516, 2.12368)  -0.2971
C (-2.67972, -4.05185, 0.73868)  -0.4832
O (-2.80455, -2.63414, 0.70206)  -0.4960
O (-4.40778, -4.42018, 2.49090)  -0.5155
H (-2.44176, -4.27218, 2.94597)  0.3016
H (-2.95210, -5.70760, 2.06147)  0.2965
H (-3.33821, -4.42338, -0.04646)  0.2881
H (-1.68172, -4.38304, 0.45161)  0.2922
H (-3.71486, -2.44266, 0.46485)  0.2962
H (-4.42483, -4.74975, 3.39240)  0.3158
C (4.36867, 6.80556, 7.66075)  -0.3624
C (3.15217, 6.53608, 6.70744)  -0.2905
O (2.15790, 7.54439, 6.90345)  -0.5090
O (5.43444, 5.88697, 7.71097)  -0.5393
H (4.07811, 6.78665, 8.71114)  0.2524
H (4.78096, 7.81238, 7.59427)  0.2930
H (2.65826, 5.60335, 6.97977)  0.2439
H (3.50591, 6.37177, 5.68961)  0.2925
H (1.50066, 7.42434, 6.21408)  0.2998
H (5.92800, 6.00935, 8.52524)  0.3193
C (9.16862, -0.63253, 1.52149)  -0.3853
C (10.73229, -0.68957, 1.48653)  -0.3546
O (11.40413, 0.09474, 2.53531)  -0.5162
O (8.90442, 0.74934, 1.50484)  -0.5193
H (8.75176, -0.99028, 2.46295)  0.2984
H (8.66213, -1.14095, 0.70108)  0.2682
H (11.01231, -0.38482, 0.47815)  0.2858
H (11.04642, -1.70902, 1.71044)  0.2964
H (11.67424, 0.90843, 2.10339)  0.3023
H (8.81102, 0.94489, 2.44006)  0.3242
C (-4.26660, 3.15972, -3.36760)  -0.3728
C (-5.64520, 2.47175, -3.71291)  -0.4014
O (-5.51514, 1.07339, -3.63766)  -0.4847
O (-4.32089, 4.54333, -3.66717)  -0.5339
H (-3.40852, 2.63841, -3.79190)  0.3368
H (-4.13383, 3.00830, -2.29637)  0.2265
H (-5.92749, 2.78213, -4.71893)  0.2514
H (-6.54399, 2.75113, -3.16316)  0.3634
H (-6.24348, 0.84258, -3.05642)  0.3114
H (-4.92864, 5.02010, -3.09714)  0.3049
C (-0.85377, -0.53079, -7.37235)  -0.2226
C (-1.77602, -1.61181, -7.02203)  -0.3860
O (-3.13310, -1.11880, -7.07301)  -0.5069
O (-0.60476, -0.37655, -8.77209)  -0.5442
H (0.12169, -0.74855, -6.93741)  0.2991
H (-1.11276, 0.45350, -6.98221)  0.2273
H (-1.57731, -2.05519, -6.04631)  0.2943
H (-1.60207, -2.34077, -7.81352)  0.2599
H (-3.39956, -0.78373, -6.21375)  0.2816
H (-1.43126, -0.21621, -9.23338)  0.2965
C (3.23106, -5.31319, -6.48141)  -1.4326
C (2.89476, -6.49610, -5.68142)  0.5951
C (1.77539, -7.39071, -6.39253)  -0.6378
O (0.59813, -6.49216, -6.59220)  -0.2893
C (-0.65995, -7.10819, -6.25780)  -0.7511
N (4.14498, -7.25444, -5.41789)  -0.7375
H (3.65269, -5.68399, -7.41566)  0.2925
H (3.97520, -4.62405, -6.08211)  0.3565
H (2.36331, -4.70011, -6.72484)  0.3377
H (2.51076, -6.12336, -4.73184)  0.2121
H (1.55107, -8.20738, -5.70635)  0.3971
H (2.04684, -7.89249, -7.32131)  0.2851
H (-0.76949, -7.23257, -5.18048)  0.2962
H (-0.68050, -8.13022, -6.63612)  0.3043
H (-1.39276, -6.53532, -6.82605)  0.2504
H (4.59397, -7.67181, -6.22058)  0.2575
H (3.86636, -8.11752, -4.97341)  0.2648
C (0.94823, 0.77953, 2.96301)  -1.2441
C (1.80478, 0.51947, 1.79104)  0.4190
C (1.34731, 1.17524, 0.44404)  -0.5307
O (2.43911, 1.10347, -0.46816)  -0.3861
C (2.44557, -0.10442, -1.24943)  -0.6321
N (3.15474, 0.94560, 2.23456)  -0.6886
H (1.00203, -0.05133, 3.66648)  0.2914
H (-0.12890, 0.90738, 2.85553)  0.3623
H (1.21136, 1.77146, 3.33033)  0.3019
H (1.89607, -0.56388, 1.71285)  0.1239
H (1.14498, 2.23884, 0.57023)  0.3075
H (0.43215, 0.73818, 0.04460)  0.3138
H (3.35937, -0.15219, -1.84171)  0.2749
H (1.54600, -0.22893, -1.85224)  0.2897
H (2.54828, -0.93657, -0.55296)  0.2352
H (3.10341, 1.95275, 2.29031)  0.2700
H (3.71613, 0.76897, 1.41374)  0.2952
C (-5.88862, 1.52772, 4.97708)  -1.5207
C (-6.16637, 2.40241, 3.73299)  0.3874
C (-7.48992, 2.37863, 3.10335)  -0.6398
O (-8.52580, 3.21944, 3.66134)  -0.3570
C (-9.72747, 3.29273, 2.97339)  -0.7027
N (-5.80823, 3.76154, 4.23473)  -0.6430
H (-6.18946, 0.52603, 4.67012)  0.3804
H (-6.39628, 1.77605, 5.90913)  0.4185
H (-4.81390, 1.34889, 5.01028)  0.3844
H (-5.39657, 2.04574, 3.04867)  0.2170
H (-7.83582, 1.35446, 3.24313)  0.3043
H (-7.32888, 2.76749, 2.09788)  0.4090
H (-9.51704, 3.59718, 1.94815)  0.3054
H (-10.36133, 4.05257, 3.43052)  0.2402
H (-10.31442, 2.37524, 3.01587)  0.2691
H (-6.67884, 4.24113, 4.05546)  0.2923
H (-5.74089, 3.83052, 5.24012)  0.2620

Calculated values
**HOMO level**: -9.24 eV
**SMILES**: COC[C@H](C)N.COC[C@H](C)N.COC[C@H](C)N.OCCO.OCCO.OCCO.OCCO.OCCO.OCCO.OCCO
**Energy relative to the best compared isomer or geometry (same formula, charge and spin)**: 131.3 kcal/mol

=====

(2)
Entry from OMol25: a cluster of 9 separate species, C26H75N5O9 in total (ωB97M-V/def2-TZVPD).

Each line ends with the Mulliken charge.
CARTESIAN COORDINATES (ANGSTROEM)
O (-0.36007, 0.84158, -2.49594)  -0.8286
H (0.24618, 1.59155, -2.31258)  0.5183
H (-0.54347, 0.46472, -1.62379)  -0.1311
C (0.90969, -3.51712, -1.46890)  -1.6510
C (1.15149, -2.31889, -2.35408)  2.1019
C (2.60727, -2.00319, -2.55771)  -1.2174
O (3.07848, -1.34830, -1.40254)  0.0337
C (4.37710, -0.84797, -1.57726)  -0.8421
N (0.48657, -2.52024, -3.66623)  -0.8055
H (1.23084, -3.34468, -0.44239)  0.3138
H (1.44449, -4.39268, -1.85194)  0.4791
H (-0.14640, -3.79392, -1.49320)  0.1270
H (0.70645, -1.42096, -1.89339)  -0.4871
H (2.73270, -1.36444, -3.44148)  0.3326
H (3.18313, -2.93126, -2.69908)  0.3373
H (4.66197, -0.33446, -0.65250)  -0.2216
H (4.44498, -0.11039, -2.38371)  0.5539
H (5.10170, -1.66350, -1.71309)  0.3905
H (-0.51124, -2.59637, -3.48600)  0.3050
H (0.62532, -1.68613, -4.22754)  0.3601
C (5.52843, 1.49346, 3.22113)  -1.2678
C (5.95195, 0.56473, 4.32881)  0.5096
C (5.35600, -0.80278, 4.19684)  -0.6029
O (3.95316, -0.71528, 4.45436)  -0.3075
C (3.29424, -1.90629, 4.13328)  -0.7286
N (7.41996, 0.42304, 4.44196)  -0.7318
H (6.01124, 2.47577, 3.33029)  0.4076
H (4.46064, 1.70869, 3.22714)  0.3881
H (5.82544, 1.13913, 2.22832)  0.1079
H (5.58445, 0.97001, 5.27535)  0.2654
H (5.81393, -1.44607, 4.95896)  0.3780
H (5.51265, -1.24075, 3.20184)  0.2365
H (3.64559, -2.72544, 4.77655)  0.3471
H (3.36220, -2.19827, 3.07818)  0.2626
H (2.22657, -1.78580, 4.33247)  0.2338
H (7.76250, 1.15954, 5.05127)  0.2879
H (7.83899, 0.63542, 3.53913)  0.2616
C (2.31085, 0.21064, 1.47534)  -2.0410
C (1.15896, 0.62688, 0.56949)  2.6243
C (0.05276, -0.39841, 0.66863)  -1.7727
O (-0.97065, 0.01360, -0.25549)  0.7139
C (-2.03862, -0.89952, -0.30288)  -0.2075
N (0.67757, 1.97317, 0.93092)  -0.8944
H (3.00059, 1.03367, 1.65422)  0.0766
H (2.88668, -0.62554, 1.07684)  0.1274
H (1.94704, -0.05389, 2.47549)  0.4117
H (1.51486, 0.61546, -0.46570)  -0.4710
H (-0.36185, -0.39244, 1.68416)  0.6176
H (0.40164, -1.37495, 0.32300)  0.1940
H (-2.38641, -1.12006, 0.71508)  0.3732
H (-1.71030, -1.81695, -0.80494)  -0.2822
H (-2.85390, -0.46319, -0.87625)  -0.3545
H (0.01766, 2.24028, 0.19394)  0.3462
H (0.02341, 1.84267, 1.71528)  0.3261
C (-5.66292, 0.36434, -0.14345)  -0.3042
C (-5.96956, 0.84854, -1.55684)  -0.0594
C (-5.29567, 2.15811, -1.85803)  -0.3368
O (-5.74657, 3.12927, -0.94601)  -0.3643
C (-5.13259, 4.36567, -1.15644)  -0.8337
N (-5.55879, -0.11134, -2.57415)  -0.7239
H (-4.58210, 0.44440, 0.04441)  -0.4739
H (-5.90282, -0.70008, -0.08392)  0.3412
H (-6.14643, 0.93018, 0.65241)  0.5131
H (-7.04759, 1.00006, -1.66895)  0.4632
H (-5.46702, 2.44519, -2.90454)  0.4275
H (-4.20065, 2.02299, -1.74695)  -0.0626
H (-4.05213, 4.26193, -1.34051)  0.3393
H (-5.20027, 4.96261, -0.24294)  0.2651
H (-5.61065, 4.90835, -1.97800)  0.3284
H (-6.05348, -0.97890, -2.36831)  0.3563
H (-4.58678, -0.40218, -2.46077)  0.1500
C (2.75290, 2.17641, -3.81807)  -1.7426
C (2.75313, 2.01549, -2.31162)  3.2098
C (4.04109, 2.46201, -1.66751)  -0.6800
O (5.12333, 1.72950, -2.19515)  -0.4103
C (6.28141, 1.80606, -1.39734)  -0.5931
N (1.60547, 2.83436, -1.78299)  -0.7219
H (3.05002, 3.18609, -4.11029)  0.3940
H (1.81486, 1.83965, -4.24438)  0.3689
H (3.54899, 1.55267, -4.25407)  0.3331
H (2.53643, 0.98027, -2.04531)  -1.8500
H (3.94734, 2.28356, -0.57812)  0.2516
H (4.19338, 3.55105, -1.76163)  0.4710
H (7.11300, 1.35915, -1.93552)  0.2576
H (6.16675, 1.25787, -0.44731)  0.0511
H (6.52014, 2.84788, -1.13565)  0.3466
H (1.54507, 2.73028, -0.76434)  0.2029
H (1.86174, 3.82090, -1.86265)  0.3606
C (-4.53147, -1.56675, 3.00551)  -0.4950
C (-4.58249, -2.86906, 2.23439)  0.2271
O (-5.91021, -3.19676, 1.78123)  -0.5623
H (-5.24291, -1.49429, 3.82988)  0.4860
H (-4.63240, -0.70656, 2.34388)  -0.2454
H (-3.55606, -1.45587, 3.50310)  0.2659
H (-4.18387, -3.67606, 2.85844)  0.4385
H (-3.98325, -2.78477, 1.33002)  -0.3463
H (-6.42353, -3.50794, 2.53193)  0.3018
C (-3.37868, -4.32216, -1.37066)  -0.9747
C (-4.01236, -3.20759, -2.18685)  0.4375
O (-3.06294, -2.67229, -3.10968)  -0.4702
H (-4.11716, -4.82184, -0.73779)  0.3459
H (-2.65955, -3.87222, -0.68419)  0.0931
H (-2.83862, -5.03763, -1.98841)  0.3465
H (-4.28666, -2.40561, -1.49527)  -0.5016
H (-4.94208, -3.47833, -2.69488)  0.5547
H (-3.11751, -3.17734, -3.92679)  0.2776
C (-3.11394, 2.57322, 1.13820)  -0.4150
C (-3.01884, 2.00865, 2.52139)  0.1262
O (-1.63281, 1.90274, 2.86811)  -0.5046
H (-4.16572, 2.73799, 0.87981)  0.2697
H (-2.64286, 1.89898, 0.42749)  -0.2963
H (-2.69754, 3.58339, 1.13273)  0.4599
H (-3.49640, 1.02191, 2.57031)  -0.3683
H (-3.53754, 2.63836, 3.25240)  0.5381
H (-1.51710, 1.94159, 3.82092)  0.2328

Calculated values
**HOMO level**: -8.83 eV
**SMILES**: COC[C@H](C)N.COC[C@H](C)N.COC[C@H](C)N.COC[C@H](C)N.COC[C@H](C)N.CCO.CCO.CCO.O
**Energy relative to the best compared isomer or geometry (same formula, charge and spin)**: 0.0 kcal/mol

=====

| no. | LUMO (eV) | E_tot (Ha) |
| --- | --- | --- |
| 1 | 0.0 | -2478.57191 |
| 2 | 0.4 | -1986.42444 |